Entry 1:
{"formula": "C33H27N4O4Ta", "method": "wB97M-V/def2-TZVPD", "symbols": ["Ta", "O", "C", "C", "C", "C", "C", "C", "C", "N", "C", "C", "N", "C", "C", "C", "C", "C", "C", "C", "O", "H", "H", "H", "H", "H", "H", "H", "H", "H", "H", "H", "H", "H", "H", "C", "O", "C", "C", "C", "C", "C", "C", "N", "N", "C", "C", "O", "C", "C", "C", "C", "C", "C", "C", "C", "H", "H", "H", "H", "H", "H", "H", "H", "H", "H", "H", "H", "H"], "xyz": [[-0.007255, 0.030406, 0.161538], [1.742392, 0.189102, -0.519556], [2.915207, -0.479535, -0.601577], [3.813758, -0.200252, -1.610864], [4.998716, -0.914011, -1.673976], [5.308904, -1.888002, -0.722752], [4.426459, -2.129481, 0.305919], [3.209105, -1.437484, 0.372107], [2.380427, -1.563431, 1.541657], [1.194157, -1.078846, 1.702143], [0.673914, -0.964035, 3.067677], [0.541557, 0.525832, 3.345359], [0.182311, 1.236456, 2.097462], [0.071274, 2.515193, 2.196094], [-0.360938, 3.438706, 1.180107], [-0.415747, 4.802507, 1.487645], [-0.905011, 5.708448, 0.571512], [-1.372750, 5.243658, -0.654583], [-1.330752, 3.894130, -0.973749], [-0.804713, 3.002980, -0.063929], [-0.719479, 1.676638, -0.367136], [3.576844, 0.563640, -2.340004], [5.698277, -0.703338, -2.472838], [6.243218, -2.428563, -0.781403], [4.663871, -2.854179, 1.076836], [2.834952, -2.062242, 2.397896], [1.353872, -1.420619, 3.784861], [-0.287024, -1.462422, 3.152556], [1.481439, 0.925194, 3.728035], [-0.228815, 0.691700, 4.097683], [0.289575, 2.961850, 3.167559], [-0.075394, 5.136598, 2.460966], [-0.942286, 6.762341, 0.808288], [-1.783292, 5.941001, -1.372687], [-1.728333, 3.533323, -1.912472], [0.066656, 1.257060, -3.182970], [-0.116660, 0.058117, -2.416953], [0.448143, -1.086525, -2.938270], [0.978869, -1.182507, -4.213535], [1.490513, -2.399224, -4.640221], [1.468841, -3.510569, -3.805667], [0.939452, -3.404300, -2.533432], [0.441633, -2.185310, -2.097480], [-0.113780, -1.968121, -0.798446], [-0.490164, -3.030240, -0.219490], [-1.212513, -3.065590, 0.930332], [-1.877866, -1.944502, 1.441892], [-1.540582, -0.741902, 0.976531], [-2.879964, -2.067464, 2.406389], [-3.142994, -3.301138, 2.931249], [-2.448704, -4.468520, 2.518151], [-2.726852, -5.723413, 3.100384], [-2.066172, -6.841483, 2.674347], [-1.109590, -6.741296, 1.647455], [-0.818222, -5.532104, 1.066596], [-1.482745, -4.371154, 1.493092], [-0.425899, 1.156258, -4.146342], [1.128594, 1.461432, -3.316376], [-0.395690, 2.055716, -2.622001], [0.992182, -0.333829, -4.880128], [1.903933, -2.477510, -5.637087], [1.862887, -4.457660, -4.147073], [0.910535, -4.255426, -1.867229], [-3.418498, -1.182780, 2.721459], [-3.909098, -3.399707, 3.692126], [-3.471769, -5.789090, 3.884141], [-2.279084, -7.803854, 3.120442], [-0.597049, -7.632603, 1.309210], [-0.080831, -5.465430, 0.278840]], "forces_ev_per_a": [[0.599, 0.237, 0.104], [1.002, 0.017, -0.185], [-0.279, 0.062, 0.031], [0.052, 0.063, -0.220], [0.033, -0.034, 0.002], [-0.019, 0.031, -0.024], [0.057, -0.093, 0.046], [-0.112, -0.097, 0.259], [0.009, -0.044, -0.043], [-0.123, 0.112, -0.168], [0.027, -0.013, -0.071], [-0.010, 0.032, 0.031], [0.007, -0.292, -0.469], [-0.089, 0.116, 0.023], [0.180, -0.114, 0.336], [0.016, 0.117, 0.092], [-0.008, -0.023, -0.022], [0.000, 0.028, 0.011], [-0.160, 0.041, -0.189], [-0.032, -0.385, -0.102], [-0.374, 0.924, -0.075], [0.016, -0.019, 0.019], [-0.007, -0.009, 0.022], [-0.021, 0.009, -0.002], [0.008, 0.024, -0.031], [0.031, -0.003, 0.002], [0.023, -0.049, 0.018], [-0.038, -0.026, -0.055], [0.050, 0.023, -0.059], [-0.017, 0.061, 0.008], [-0.009, 0.019, -0.006], [-0.005, 0.002, -0.025], [-0.003, -0.020, -0.007], [0.001, -0.002, 0.004], [0.003, 0.047, 0.001], [-0.018, 0.031, -0.012], [-0.142, -0.160, 0.348], [0.041, 0.249, -0.162], [0.028, 0.040, -0.058], [0.004, -0.056, 0.035], [0.007, 0.029, -0.028], [0.027, -0.123, 0.104], [0.009, 0.003, 0.151], [0.043, -0.116, 0.297], [-0.140, -0.200, -0.043], [0.052, -0.106, -0.038], [0.129, -0.022, -0.233], [-0.736, -0.384, 0.367], [-0.127, 0.157, 0.092], [-0.052, -0.100, 0.045], [-0.021, 0.078, 0.024], [-0.038, -0.030, 0.031], [0.039, -0.051, -0.029], [-0.012, -0.013, 0.015], [-0.002, 0.008, -0.013], [0.048, 0.046, -0.085], [-0.037, -0.011, -0.036], [0.027, -0.018, 0.001], [0.009, -0.019, 0.005], [-0.004, -0.013, -0.009], [-0.015, 0.002, 0.021], [0.001, 0.018, 0.002], [0.014, 0.023, -0.027], [0.033, -0.031, 0.002], [0.025, -0.011, -0.013], [0.017, 0.022, -0.018], [0.009, 0.022, -0.023], [-0.010, 0.012, 0.014], [-0.014, -0.019, 0.016]], "lowdin_charge": [1.94, -0.21, -0.28, 0.02, -0.01, -0.04, 0.00, -0.14, -0.01, -0.08, -0.16, -0.14, -0.06, -0.03, -0.13, 0.00, -0.04, -0.01, 0.01, -0.26, -0.23, 0.13, 0.13, 0.12, 0.13, 0.15, 0.13, 0.10, 0.14, 0.14, 0.15, 0.13, 0.12, 0.13, 0.12, -0.01, -0.18, -0.23, 0.01, -0.03, -0.05, 0.01, -0.18, -0.04, 0.15, -0.14, -0.30, -0.19, 0.01, 0.04, -0.15, -0.01, -0.04, -0.03, -0.01, -0.09, 0.11, 0.11, 0.06, 0.12, 0.12, 0.12, 0.11, 0.13, 0.14, 0.13, 0.12, 0.12, 0.10], "max_force_ev_per_a": 1.02, "gap_ha": 0.2403, "multiplicity": 1, "charge": 2, "de_lowest_kcal_mol": 0.0}

---

Entry 2:
{"formula": "C33H28BF3O4", "method": "wB97M-V/def2-TZVPD", "symbols": ["C", "C", "C", "C", "C", "B", "C", "C", "C", "C", "C", "O", "C", "C", "C", "C", "C", "O", "C", "C", "C", "C", "C", "O", "O", "H", "H", "H", "H", "H", "H", "H", "H", "H", "H", "H", "H", "H", "H", "H", "H", "H", "H", "H", "H", "F", "C", "C", "C", "F", "C", "C", "C", "C", "C", "C", "C", "C", "F", "C", "C", "H", "H", "H", "H", "H", "H", "H", "H"], "xyz": [[-4.671355, -4.224728, 4.474672], [-3.801844, -3.076426, 4.247743], [-3.212151, -2.276408, 5.194272], [-2.581683, -1.208801, 4.516431], [-2.919178, -1.334211, 3.156770], [2.084266, -0.667297, 2.617612], [1.923380, -0.270518, 4.145385], [0.929682, 0.387655, 4.864316], [1.304444, 0.418489, 6.233347], [2.514360, -0.223079, 6.303254], [3.236142, -0.631851, 7.507351], [2.941586, -0.601834, 5.058335], [2.300978, -2.178129, 2.193479], [1.362840, -3.193073, 2.099585], [2.021230, -4.404013, 1.729106], [3.349512, -4.082428, 1.559089], [4.471174, -4.932260, 1.187338], [3.546710, -2.737383, 1.808151], [-3.143256, -0.353644, 2.165439], [-3.540481, -0.550285, 0.842710], [-4.010294, 0.680301, 0.350910], [-3.981096, 1.567787, 1.406335], [-4.478308, 2.937978, 1.495688], [-3.402816, 0.979746, 2.509024], [-3.539212, -2.591956, 2.989988], [-4.806772, -4.292498, 5.567859], [-5.657031, -4.061810, 4.021273], [-4.266557, -5.185583, 4.138806], [-3.278179, -2.415687, 6.258907], [-2.032931, -0.383256, 4.969295], [0.020441, 0.865538, 4.501584], [0.720999, 0.818634, 7.065832], [3.543328, 0.247814, 8.090862], [2.540656, -1.190415, 8.158173], [4.081699, -1.276646, 7.277127], [0.295057, -3.142357, 2.300013], [1.559861, -5.382035, 1.613721], [4.143525, -5.960352, 1.213798], [4.853001, -4.712221, 0.186769], [5.321632, -4.803787, 1.867312], [-3.434529, -1.477094, 0.307432], [-4.349149, 0.863912, -0.657753], [-4.748748, 3.231155, 0.470700], [-5.373342, 3.006504, 2.142480], [-3.705973, 3.637330, 1.862295], [4.165700, 2.759912, 2.639663], [2.849665, 2.693479, 2.201584], [2.154475, 3.895055, 2.062410], [0.834664, 3.772562, 1.622263], [0.121932, 4.929288, 1.378036], [0.165457, 2.529365, 1.508200], [0.846122, 1.343145, 1.879020], [0.365984, -0.117039, 1.887959], [0.512157, -0.519402, 0.434389], [-0.587914, -0.568117, -0.440358], [-0.496237, -1.114110, -1.720451], [0.724662, -1.579154, -2.201303], [1.844538, -1.356681, -1.400042], [3.048147, -1.876696, -1.824203], [1.773959, -0.711715, -0.163387], [2.235663, 1.463711, 2.053716], [2.643827, 4.857539, 2.271013], [-0.873690, 2.510622, 1.167747], [-0.574831, -0.346472, 2.379913], [-1.508509, -0.109184, -0.095756], [-1.391354, -1.162743, -2.339560], [0.826717, -2.081588, -3.160557], [2.719161, -0.408882, 0.296632], [2.871797, 0.492339, 2.071137]], "forces_ev_per_a": [[-0.528, -0.756, 0.296], [1.378, 1.304, 0.371], [-0.156, -0.635, -0.644], [-0.429, 0.625, -1.853], [0.568, -1.364, 3.391], [-5.655, -1.548, 2.419], [0.438, 0.462, 0.755], [0.468, -0.151, -0.581], [0.480, -0.409, -0.235], [-0.966, 0.384, -0.909], [0.225, -0.186, 0.907], [-1.193, 0.086, 0.572], [1.276, -1.148, -1.019], [0.156, 0.713, 0.330], [1.029, 0.656, 0.009], [-1.836, 0.992, 0.448], [1.147, 0.135, -0.213], [-1.019, -0.548, 0.457], [-1.251, 0.750, -2.813], [0.938, -0.095, 1.712], [-0.277, 0.714, 0.785], [0.788, -1.411, -0.624], [-0.041, 0.904, 0.024], [-0.392, -0.908, -0.578], [-0.644, 1.201, 0.628], [-0.026, -0.066, -0.476], [0.181, -0.164, 0.008], [-0.054, 0.181, -0.124], [0.085, -0.104, 0.045], [-0.332, -0.224, -0.262], [0.358, -0.342, -0.240], [0.353, -0.224, -0.354], [0.214, -0.289, -0.193], [0.346, 0.084, -0.239], [0.093, 0.143, 0.064], [0.304, 0.342, -0.025], [0.242, 0.316, 0.012], [0.004, -0.307, -0.008], [-0.105, 0.011, -0.030], [-0.172, -0.087, 0.002], [-0.058, -0.086, 0.014], [-0.125, 0.173, 0.169], [-0.040, 0.098, 0.419], [0.436, 0.037, -0.258], [-0.370, -0.230, -0.054], [-1.484, -0.205, -0.796], [1.253, 0.268, 0.820], [-0.154, -0.236, -0.347], [-0.552, -0.139, 0.232], [0.708, -1.218, 0.173], [0.350, 0.256, 0.654], [0.067, 0.901, -0.957], [4.504, 1.017, -0.658], [-0.347, 0.406, -1.326], [0.197, -0.163, 0.352], [0.095, 0.282, 0.070], [0.250, 0.002, 0.346], [-0.114, -0.218, -0.104], [-0.722, 0.825, 0.275], [0.055, -0.689, -0.483], [-0.197, -0.140, -0.252], [-0.361, -0.584, -0.228], [0.303, -0.003, 0.291], [0.193, -0.002, -0.089], [0.065, -0.488, -0.064], [0.234, -0.024, 0.075], [-0.003, 0.105, 0.227], [-0.382, -0.591, -0.140], [0.206, 1.609, -0.172]], "lowdin_charge": [-0.02, -0.32, -0.03, 0.01, -0.18, -0.15, -0.14, -0.03, -0.03, -0.33, -0.02, 0.06, -0.14, -0.02, -0.01, -0.32, -0.02, 0.04, -0.21, -0.03, -0.03, -0.32, -0.02, 0.08, 0.08, 0.09, 0.09, 0.09, 0.11, 0.11, 0.11, 0.12, 0.09, 0.09, 0.09, 0.12, 0.11, 0.08, 0.09, 0.09, 0.12, 0.12, 0.09, 0.10, 0.09, 0.05, -0.19, 0.07, -0.22, 0.03, 0.08, -0.17, -0.03, -0.19, -0.03, -0.07, -0.02, -0.22, 0.03, 0.03, 0.02, 0.14, 0.12, 0.11, 0.08, 0.11, 0.12, 0.12, 0.16], "max_force_ev_per_a": 6.34, "gap_ha": 0.2676, "multiplicity": 1, "de_lowest_kcal_mol": 0.0}

---

Entry 3:
{"formula": "C33H28CdCl2N3OS4", "method": "wB97M-V/def2-TZVPD", "symbols": ["Cd", "S", "C", "C", "C", "C", "C", "C", "S", "C", "C", "C", "C", "C", "C", "C", "S", "C", "C", "C", "C", "C", "C", "S", "N", "H", "H", "H", "H", "H", "H", "H", "H", "H", "H", "H", "H", "H", "H", "H", "Cl", "C", "C", "C", "Cl", "C", "C", "C", "C", "N", "C", "C", "O", "H", "H", "H", "H", "C", "C", "C", "C", "C", "N", "H", "H", "H", "H", "H", "H", "H", "H", "H"], "xyz": [[-0.116330, -0.184058, -0.230044], [0.152330, 2.451777, -0.082218], [-0.912155, 3.225901, -1.221304], [-1.113379, 4.614748, -1.095187], [-1.950798, 5.320250, -1.935170], [-2.638619, 4.670278, -2.954827], [-2.454685, 3.308677, -3.108811], [-1.607087, 2.587110, -2.267586], [-1.520994, 0.840035, -2.536063], [0.117153, 0.674127, -3.320527], [0.436020, -0.784385, -3.460699], [0.923869, -1.299631, -4.655403], [1.250701, -2.641782, -4.711236], [1.066691, -3.425564, -3.588873], [0.548029, -2.846952, -2.437137], [0.332916, -3.671934, -1.201627], [1.228035, -3.024964, 0.240330], [2.822100, -2.815123, -0.515476], [3.572188, -3.950541, -0.821821], [4.799152, -3.862964, -1.451692], [5.292079, -2.599682, -1.769797], [4.562598, -1.469477, -1.464356], [3.303000, -1.531416, -0.833859], [2.501042, -0.009651, -0.501341], [0.241585, -1.549221, -2.387504], [-0.586634, 5.126918, -0.299920], [-2.072172, 6.387729, -1.791384], [-3.302133, 5.213986, -3.614471], [-2.974511, 2.772611, -3.893397], [0.861704, 1.145611, -2.670334], [0.118612, 1.167399, -4.291329], [1.060954, -0.649183, -5.508509], [1.650256, -3.071935, -5.621217], [1.324806, -4.475994, -3.589930], [0.624241, -4.704199, -1.397501], [-0.713875, -3.633614, -0.898902], [3.168044, -4.918809, -0.547708], [5.364310, -4.756910, -1.683489], [6.253571, -2.496611, -2.259987], [4.946945, -0.490011, -1.719263], [-2.544276, -4.530910, 1.079330], [-3.152063, -2.961921, 1.536016], [-4.234878, -2.906873, 2.419420], [-4.755452, -1.706762, 2.807632], [-6.110176, -1.675160, 3.915070], [-4.209256, -0.495814, 2.320520], [-4.688946, 0.789735, 2.653237], [-4.086017, 1.892275, 2.119921], [-2.987774, 1.720040, 1.255093], [-2.524518, 0.541878, 0.926526], [-3.109711, -0.563969, 1.432641], [-2.534487, -1.827877, 1.000862], [-1.555489, -1.872485, 0.187947], [-4.656234, -3.829688, 2.793913], [-5.529702, 0.882068, 3.327752], [-4.432548, 2.890183, 2.354669], [-2.467535, 2.575479, 0.839654], [0.813758, 2.825893, 3.974796], [1.695491, 1.630242, 3.592974], [2.789760, 2.070322, 2.613642], [2.315137, 0.984157, 4.836872], [0.836089, 0.632349, 2.936034], [0.156821, -0.127399, 2.408536], [1.431855, 3.585160, 4.458099], [0.021967, 2.528337, 4.663638], [0.358756, 3.257242, 3.082765], [3.436481, 2.790714, 3.120246], [2.357493, 2.541666, 1.731364], [3.383055, 1.222963, 2.275235], [2.952824, 1.715805, 5.336262], [2.923999, 0.123045, 4.561630], [1.546023, 0.656726, 5.537240]], "forces_ev_per_a": [[-0.092, -0.089, 0.220], [0.081, -0.023, -0.110], [0.029, 0.056, 0.111], [-0.033, 0.034, -0.031], [0.026, 0.003, 0.036], [-0.004, -0.026, -0.021], [-0.018, 0.019, -0.026], [-0.005, -0.025, 0.004], [-0.007, -0.087, -0.044], [-0.006, 0.124, 0.016], [-0.033, -0.081, -0.105], [0.036, 0.055, 0.042], [0.018, 0.014, -0.080], [0.003, -0.068, 0.037], [0.003, 0.053, 0.063], [-0.043, -0.020, -0.018], [0.024, 0.005, -0.026], [-0.008, 0.040, -0.057], [-0.040, -0.047, 0.043], [0.007, 0.018, -0.011], [0.001, -0.005, -0.004], [-0.035, -0.028, -0.009], [0.048, 0.072, 0.019], [-0.018, 0.021, 0.044], [-0.003, -0.033, -0.035], [0.004, 0.000, 0.005], [-0.001, 0.003, 0.001], [-0.005, -0.002, -0.007], [-0.003, -0.002, -0.002], [0.000, 0.011, 0.016], [-0.014, -0.009, -0.001], [-0.008, 0.007, -0.007], [0.008, 0.000, -0.002], [0.004, 0.000, 0.004], [0.007, 0.005, 0.017], [0.011, 0.002, -0.002], [0.009, -0.009, 0.001], [0.003, -0.003, 0.005], [0.001, -0.008, -0.002], [0.005, 0.006, 0.001], [0.009, -0.006, -0.006], [-0.004, -0.014, -0.011], [-0.002, 0.042, 0.004], [0.017, -0.022, -0.011], [-0.019, -0.001, 0.010], [0.001, -0.008, 0.006], [0.001, -0.003, -0.001], [0.019, -0.009, -0.006], [-0.006, 0.015, 0.015], [0.046, 0.024, -0.003], [-0.019, 0.008, -0.008], [-0.004, 0.008, 0.014], [0.023, 0.012, -0.049], [-0.003, -0.005, 0.002], [-0.003, 0.002, 0.001], [-0.001, 0.001, 0.001], [0.009, 0.008, -0.008], [-0.003, 0.015, -0.001], [-0.034, 0.028, 0.028], [-0.021, 0.006, -0.021], [0.006, 0.014, 0.014], [0.035, 0.052, -0.088], [-0.019, -0.092, 0.046], [0.008, -0.003, 0.005], [0.001, -0.006, 0.003], [-0.004, -0.005, -0.013], [0.008, -0.008, 0.003], [-0.013, -0.003, -0.006], [0.021, -0.027, -0.008], [0.002, 0.000, 0.004], [0.004, -0.003, 0.002], [-0.005, -0.002, -0.001]], "lowdin_charge": [1.15, 0.48, -0.73, -0.15, -0.11, -0.12, -0.13, -0.56, 0.88, -0.41, -0.37, -0.02, -0.06, -0.02, -0.32, -0.41, 0.88, -0.57, -0.13, -0.12, -0.11, -0.15, -0.71, 0.45, 0.08, 0.09, 0.09, 0.09, 0.09, 0.04, 0.08, 0.11, 0.10, 0.11, 0.08, 0.03, 0.10, 0.09, 0.09, 0.08, 0.67, -0.58, -0.15, -0.63, 0.63, -0.18, -0.04, -0.05, -0.15, 0.07, -0.16, -0.42, -0.25, 0.10, 0.08, 0.10, 0.07, -0.05, -0.59, -0.06, -0.05, -0.19, 0.17, 0.08, 0.09, 0.07, 0.09, 0.04, 0.07, 0.08, 0.09, 0.09], "max_force_ev_per_a": 0.25, "gap_ha": 0.2582, "multiplicity": 1, "charge": -1, "de_lowest_kcal_mol": 0.0}